(1)
81
Properties=species:S:1:pos:R:3:lowdin_charge:R:1 method="wB97M-V/def2-TZVPD" gap_ev=8.7 smiles=c1cc[nH]c1.c1cc[nH]c1.c1cc[nH]c1.c1cc[nH]c1.c1cc[nH]c1.c1cc[nH]c1.c1cc[nH]c1.c1ccncc1 de_lowest_kj_mol=0.0
C -8.004 7.533 11.772 -0.107
C -8.774 8.261 10.841 -0.117
C -9.080 7.384 9.822 -0.157
N -8.686 6.143 10.189 0.019
C -8.041 6.196 11.400 -0.160
H -7.637 8.006 12.669 0.085
H -9.079 9.290 10.937 0.092
H -9.683 7.520 8.937 0.099
H -8.794 5.284 9.664 0.103
H -7.585 5.304 11.794 0.093
C -7.863 1.264 10.598 -0.120
C -9.172 0.832 10.351 -0.154
C -10.009 1.371 11.299 -0.121
N -9.248 2.255 12.026 0.030
C -7.952 2.167 11.640 -0.145
H -7.028 1.140 9.927 0.092
H -9.558 0.255 9.522 0.093
H -11.079 1.349 11.417 0.102
H -9.594 2.872 12.745 0.077
H -7.195 2.729 12.165 0.101
C -6.957 9.636 7.752 -0.143
C -6.455 10.703 6.973 -0.092
C -5.674 10.083 5.999 -0.137
N -5.698 8.740 6.212 0.023
C -6.524 8.435 7.256 -0.139
H -7.456 9.789 8.698 0.091
H -6.462 11.771 7.107 0.098
H -5.148 10.534 5.174 0.110
H -5.294 8.092 5.557 0.151
H -6.620 7.404 7.552 0.100
C -10.117 3.449 15.086 -0.120
C -9.567 4.603 14.501 -0.107
C -10.407 5.022 13.456 -0.109
N -11.443 4.097 13.382 0.013
C -11.247 3.176 14.394 -0.170
H -9.756 2.811 15.876 0.102
H -8.635 5.032 14.832 0.091
H -10.273 5.765 12.688 0.092
H -12.166 4.074 12.689 0.144
H -11.935 2.344 14.379 0.112
C -2.695 5.401 8.481 -0.115
C -3.970 5.943 8.331 -0.127
C -4.828 5.300 9.180 -0.126
N -4.114 4.318 9.825 0.017
C -2.815 4.398 9.411 -0.149
H -1.779 5.753 8.037 0.093
H -4.276 6.788 7.733 0.069
H -5.850 5.478 9.475 0.092
H -4.481 3.779 10.586 0.138
H -2.039 3.681 9.631 0.104
C -7.041 8.077 16.347 -0.112
C -8.249 8.683 15.996 -0.140
C -8.475 9.799 16.764 -0.126
N -7.373 9.901 17.569 -0.009
C -6.504 8.872 17.353 -0.136
H -6.503 7.240 15.933 0.087
H -8.869 8.376 15.164 0.085
H -9.308 10.478 16.760 0.104
H -7.246 10.602 18.277 0.143
H -5.556 8.800 17.859 0.103
C -10.804 8.445 4.529 -0.127
C -9.816 8.636 3.550 -0.139
C -8.736 9.231 4.138 -0.136
N -8.976 9.290 5.486 0.023
C -10.246 8.843 5.732 -0.138
H -11.792 8.073 4.313 0.089
H -9.974 8.444 2.500 0.089
H -7.727 9.453 3.830 0.098
H -8.291 9.617 6.175 0.080
H -10.657 8.914 6.726 0.100
C -10.141 3.664 5.398 -0.083
C -9.511 4.890 5.414 -0.058
C -8.879 5.248 6.592 -0.142
N -8.754 4.432 7.637 0.049
C -9.206 3.172 7.507 -0.123
C -9.962 2.754 6.424 -0.061
H -10.680 3.439 4.483 0.108
H -9.716 5.602 4.626 0.097
H -8.520 6.266 6.711 0.084
H -9.067 2.518 8.356 0.078
H -10.331 1.742 6.328 0.103

(2)
79
Properties=species:S:1:pos:R:3:lowdin_charge:R:1 method="wB97M-V/def2-TZVPD" charge=-1 gap_ev=4.8 de_lowest_kj_mol=36.6
Al 0.187 0.817 1.306 -0.131
C -3.169 2.957 0.290 -0.237
As -1.280 2.732 0.886 1.199
C -1.361 3.673 2.616 -0.275
C -0.371 4.104 -0.204 -0.413
C -1.134 5.240 -0.501 -0.127
C -0.773 6.084 -1.523 -0.099
C 0.289 5.742 -2.324 -0.122
C 1.142 4.751 -1.947 -0.086
C 0.841 3.901 -0.811 -0.337
As 1.946 2.360 -0.044 1.216
C 2.631 3.300 1.621 -0.274
C 3.587 2.613 -1.111 -0.297
H -3.413 3.996 0.452 0.001
H -3.816 2.411 0.984 0.032
H -3.371 2.669 -0.748 0.038
H -2.365 3.473 3.002 0.022
H -1.122 4.737 2.547 0.022
H -0.563 3.274 3.292 0.027
H -2.065 5.401 0.008 0.078
H -1.380 6.934 -1.801 0.101
H 0.459 6.328 -3.229 0.107
H 2.101 4.631 -2.493 0.098
H 3.691 3.504 1.443 0.006
H 2.530 2.635 2.468 -0.015
H 1.983 4.188 1.728 0.019
H 3.659 3.641 -1.393 -0.006
H 3.516 2.031 -2.031 0.023
H 4.461 2.289 -0.524 0.031
C 2.018 -0.303 4.797 -0.114
C 0.742 -0.531 3.961 -0.802
C 0.568 -2.058 3.654 -0.086
C -0.580 -0.163 4.802 -0.095
N 0.816 0.371 2.927 -0.113
H 2.008 -0.789 5.809 0.060
H 2.121 0.778 4.975 0.054
H 2.957 -0.677 4.285 0.077
H 0.466 -2.692 4.581 0.077
H 1.390 -2.489 3.069 0.061
H -0.382 -2.123 3.071 0.063
H -0.595 -0.574 5.820 0.043
H -1.522 -0.502 4.281 0.072
H -0.705 0.915 5.006 0.048
C -0.181 -0.086 -0.413 -0.440
Ge -0.267 -1.851 -1.147 0.846
C -1.142 -1.367 -2.914 -0.223
C -0.889 -1.890 -4.224 -0.096
C -1.654 -1.500 -5.325 -0.122
C -2.635 -0.514 -5.210 -0.125
C -2.837 0.006 -3.956 -0.140
C -2.225 -0.502 -2.859 -0.173
C -1.273 -3.384 -0.321 -0.252
C -0.848 -4.048 0.842 -0.121
C -1.561 -5.086 1.429 -0.105
C -2.633 -5.659 0.703 -0.101
C -3.204 -4.894 -0.352 -0.101
C -2.560 -3.706 -0.730 -0.139
C 1.424 -2.644 -1.480 -0.283
C 1.550 -3.832 -2.229 -0.127
C 2.718 -4.547 -2.304 -0.105
C 3.845 -4.013 -1.654 -0.101
C 3.783 -2.765 -1.023 -0.098
C 2.587 -2.077 -0.970 -0.107
H -1.065 0.396 -0.777 -0.176
H -0.010 -2.517 -4.425 0.085
H -1.362 -1.856 -6.314 0.089
H -3.167 -0.127 -6.079 0.092
H -3.608 0.816 -3.860 0.108
H -2.635 -0.233 -1.878 0.092
H 0.095 -3.723 1.373 0.102
H -1.293 -5.518 2.385 0.091
H -3.115 -6.555 1.014 0.070
H -4.166 -5.123 -0.820 0.090
H -3.158 -3.032 -1.345 0.092
H 0.730 -4.186 -2.864 0.098
H 2.674 -5.551 -2.725 0.096
H 4.775 -4.522 -1.615 0.074
H 4.625 -2.319 -0.493 0.097
H 2.542 -1.168 -0.440 0.066

(3)
90
Properties=species:S:1:pos:R:3:lowdin_charge:R:1 method="wB97M-V/def2-TZVPD" charge=+1 gap_ev=6.6
C 0.417 4.858 2.763 0.082
C -0.141 3.745 2.237 -0.058
C -0.984 2.591 1.438 -0.124
N -0.724 2.824 -0.015 -0.014
C -0.392 1.561 -0.750 -0.177
N 0.785 1.561 -1.389 0.166
C 1.709 2.734 -1.330 -0.040
C 2.351 3.879 -1.496 0.166
N -1.411 0.503 -0.734 -0.027
C -0.896 -0.879 -0.923 -0.158
C -1.217 -1.712 0.466 -0.225
C 0.134 -2.294 1.145 -0.547
Cl 0.946 -0.954 2.111 0.530
C -2.486 0.928 -1.679 -0.598
S -1.755 1.108 -3.431 0.778
C -3.723 -0.092 -1.868 -0.241
N -4.100 -0.899 -0.663 0.004
C -3.000 2.418 -1.291 -0.122
B -4.248 2.480 -0.238 -0.473
N -5.446 3.419 -0.382 0.102
O -4.279 1.643 0.976 0.059
C -1.865 3.427 -0.760 -0.232
O -2.532 4.521 -0.018 -0.067
N -2.318 5.681 -0.711 -0.014
O -2.584 6.623 -0.025 0.089
H 0.526 5.860 3.341 0.075
H -0.512 1.589 1.792 0.107
H -2.073 2.723 1.782 0.132
H 1.065 0.744 -1.955 0.160
H 2.932 4.814 -1.859 0.095
H -1.308 -1.441 -1.858 0.140
H 0.266 -0.970 -1.020 0.126
H -1.831 -2.651 0.129 0.115
H -1.889 -1.107 1.176 0.110
H -0.193 -3.110 1.910 0.101
H 0.819 -2.818 0.376 0.075
H -2.334 2.218 -4.065 -0.066
H -3.387 -0.859 -2.687 0.108
H -4.682 0.403 -2.318 0.160
H -3.718 -1.859 -0.824 0.074
H -5.135 -1.044 -0.750 0.103
H -3.405 2.877 -2.288 0.144
H -6.261 2.775 -0.545 0.086
H -5.603 3.735 0.608 0.088
H -3.434 1.114 0.950 0.070
H -1.415 3.952 -1.703 0.171
N -2.964 0.309 -7.529 0.055
C -1.834 0.950 -7.178 -0.185
C -1.475 2.198 -7.661 -0.083
C -2.326 2.824 -8.562 -0.077
C -3.498 2.185 -8.943 -0.069
C -3.770 0.939 -8.401 -0.147
H -1.201 0.418 -6.475 0.080
H -0.553 2.669 -7.342 0.100
H -2.078 3.801 -8.963 0.108
H -4.184 2.645 -9.644 0.105
H -4.675 0.401 -8.665 0.105
N 3.003 -3.541 1.092 0.036
C 3.727 -2.460 0.751 -0.185
C 5.067 -2.508 0.403 -0.074
C 5.704 -3.742 0.409 -0.066
C 4.982 -4.876 0.758 -0.062
C 3.645 -4.724 1.087 -0.136
H 3.186 -1.519 0.765 0.047
H 5.600 -1.604 0.134 0.101
H 6.753 -3.820 0.143 0.109
H 5.449 -5.855 0.774 0.061
H 3.037 -5.580 1.364 0.103
N -1.443 3.101 6.365 0.056
C -1.737 3.517 7.610 -0.150
C -2.234 4.776 7.904 -0.074
C -2.437 5.663 6.857 -0.080
C -2.139 5.262 5.561 -0.080
C -1.649 3.980 5.368 -0.164
H -1.559 2.788 8.394 0.103
H -2.457 5.056 8.927 0.103
H -2.823 6.659 7.048 0.107
H -2.285 5.930 4.721 0.098
H -1.405 3.623 4.376 0.054
N 6.517 -7.529 1.507 0.032
C 5.982 -8.121 2.591 -0.141
C 6.586 -9.160 3.279 -0.069
C 7.813 -9.622 2.824 -0.072
C 8.389 -9.032 1.707 -0.069
C 7.707 -7.995 1.090 -0.140
H 5.020 -7.726 2.905 0.104
H 6.110 -9.597 4.148 0.105
H 8.318 -10.436 3.335 0.109
H 9.345 -9.368 1.325 0.105
H 8.117 -7.499 0.216 0.105

(4)
80
Properties=species:S:1:pos:R:3:lowdin_charge:R:1 method="wB97M-V/def2-TZVPD" charge=-2 gap_ev="2.9 / 1.6"
Ba -0.650 0.547 -0.312 1.431
N -3.235 0.627 -1.895 -0.049
N -0.026 -1.525 -2.386 -0.108
C -0.411 -1.077 2.375 -0.325
C -1.430 -1.729 1.627 -0.333
C -2.558 -0.861 1.578 -0.347
C -3.811 -1.091 0.822 -0.088
H -3.978 -2.165 0.665 0.069
H -3.800 -0.599 -0.171 0.039
H -4.675 -0.686 1.369 0.066
C -2.241 0.314 2.310 -0.356
C -3.144 1.469 2.542 -0.078
H -3.647 1.405 3.521 0.070
H -3.931 1.521 1.776 0.064
H -2.592 2.421 2.524 0.062
C -0.920 0.181 2.803 -0.340
C -0.218 1.181 3.645 -0.080
H -0.256 2.185 3.191 0.065
H 0.837 0.913 3.780 0.056
H -0.667 1.263 4.647 0.070
C -1.352 -3.091 1.047 -0.072
H -1.778 -3.845 1.732 0.073
H -0.311 -3.385 0.851 0.055
H -1.901 -3.157 0.095 0.059
C 0.924 -1.645 2.685 -0.066
H 1.670 -0.857 2.859 0.063
H 1.294 -2.261 1.852 0.058
H 0.902 -2.289 3.582 0.075
C -3.758 1.806 -2.225 -0.252
H -4.725 2.049 -1.734 0.095
C -3.131 2.661 -3.149 -0.195
H -3.600 3.623 -3.329 0.051
C -1.966 2.255 -3.831 -0.141
H -1.487 2.946 -4.545 0.090
C -1.488 0.971 -3.615 -0.113
H -0.644 0.545 -4.168 0.081
C -2.216 0.088 -2.697 -0.591
C -1.921 -1.219 -2.436 -0.090
H -2.413 -1.934 -1.736 0.036
C 0.820 -1.332 -1.408 -0.350
C 0.501 -2.415 -3.296 -0.139
H -0.093 -2.671 -4.134 0.081
C 1.710 -2.820 -2.898 -0.089
H 2.459 -3.474 -3.331 0.102
N 1.910 -2.151 -1.660 -0.067
C 2.875 -2.468 -0.691 -0.140
C 3.057 -3.825 -0.342 -0.194
C 3.997 -4.104 0.651 -0.025
H 4.188 -5.146 0.911 0.107
C 4.692 -3.083 1.296 -0.293
C 5.758 -3.422 2.280 -0.082
H 5.802 -2.670 3.072 0.072
H 6.738 -3.452 1.789 0.076
H 5.572 -4.404 2.721 0.069
C 4.430 -1.746 0.988 -0.018
H 4.978 -0.953 1.501 0.114
C 3.497 -1.411 0.010 -0.196
C 3.212 0.033 -0.283 -0.065
H 2.820 0.204 -1.294 0.072
H 4.148 0.606 -0.187 0.070
H 2.518 0.489 0.451 0.064
C 2.228 -4.925 -0.930 -0.050
H 2.317 -5.011 -2.020 0.057
H 1.158 -4.858 -0.667 0.092
H 2.588 -5.874 -0.510 0.069
C -3.056 6.126 -1.105 -0.083
C -1.928 5.263 -0.723 -0.316
C -0.560 5.504 -0.577 -0.068
C 0.028 4.275 -0.219 -0.360
N -0.926 3.312 -0.155 -0.069
N -2.103 3.952 -0.442 0.032
C 1.462 4.020 0.037 -0.111
H -2.695 7.151 -1.249 0.064
H -3.523 5.796 -2.046 0.069
H -3.833 6.141 -0.327 0.072
H -0.061 6.446 -0.727 0.063
H -2.983 3.462 -0.454 0.129
H 2.036 4.037 -0.904 0.052
H 1.882 4.801 0.691 0.027
H 1.634 3.047 0.529 0.057

(5)
79
Properties=species:S:1:pos:R:3:lowdin_spin:R:1 method="wB97M-V/def2-TZVPD" charge=-1 gap_ev="6.5 / 6.9" spin_multiplicity=2 s2=0.755
Cu 0.995 -1.353 -1.130 0.543
C 5.294 -1.772 -1.244 0.006
C 5.623 -1.509 0.082 -0.002
C 4.608 -1.257 0.989 0.006
C 3.279 -1.265 0.563 0.020
C 2.911 -1.513 -0.772 0.140
C 3.970 -1.771 -1.653 0.019
C 2.164 -1.009 1.517 0.004
C 2.373 -0.923 2.930 0.000
C 1.323 -0.692 3.753 0.001
C 0.019 -0.549 3.216 0.000
C -1.134 -0.294 4.001 0.000
C -2.356 -0.169 3.411 0.000
C -2.485 -0.308 2.006 0.000
C -1.394 -0.561 1.232 0.002
C -0.112 -0.670 1.824 0.002
N 0.962 -0.887 1.004 0.008
H 6.084 -1.976 -1.959 0.001
H 6.657 -1.501 0.403 0.000
H 4.873 -1.049 2.018 0.001
H 3.743 -1.990 -2.692 0.002
H 3.368 -1.046 3.331 0.000
H 1.466 -0.618 4.826 0.000
H -1.023 -0.198 5.076 0.000
H -3.234 0.032 4.012 0.000
H -3.457 -0.209 1.539 0.000
H -1.478 -0.674 0.162 0.002
C -4.905 2.626 0.714 0.000
C -4.164 3.427 -0.367 0.000
C -3.734 4.762 0.242 0.000
C -5.133 3.722 -1.518 0.000
C -2.974 2.616 -0.874 0.000
C -3.176 1.415 -1.546 0.000
C -2.101 0.656 -1.952 0.000
Br -2.459 -0.992 -2.828 0.001
C -0.737 0.992 -1.727 0.002
O 0.209 0.203 -2.119 0.033
C -0.540 2.242 -1.062 0.000
C -1.651 2.987 -0.669 0.000
C 0.828 2.902 -0.775 0.000
C 0.880 3.363 0.692 0.000
C 2.071 2.034 -0.990 0.002
C 0.961 4.130 -1.688 0.000
H -5.736 3.206 1.126 0.000
H -4.226 2.362 1.528 0.000
H -5.309 1.698 0.303 0.000
H -4.620 5.320 0.555 0.000
H -3.184 5.373 -0.476 0.000
H -3.102 4.624 1.122 0.000
H -5.996 4.289 -1.157 0.000
H -5.506 2.806 -1.978 0.000
H -4.637 4.307 -2.296 0.000
H -4.174 1.046 -1.749 0.000
H -1.460 3.930 -0.175 0.000
H 0.694 2.521 1.363 0.000
H 0.153 4.143 0.922 0.000
H 1.873 3.764 0.914 0.000
H 2.059 1.146 -0.363 0.002
H 2.948 2.628 -0.712 0.000
H 2.177 1.700 -2.017 0.000
H 0.135 4.830 -1.542 0.000
H 0.962 3.823 -2.735 0.000
H 1.898 4.659 -1.485 0.000
C 1.467 -4.488 0.950 0.001
Si 1.142 -4.735 -0.886 0.021
C -0.096 -6.158 -0.979 0.008
C 2.740 -5.359 -1.652 -0.001
C 0.520 -3.241 -1.717 0.152
H 1.669 -5.443 1.445 0.000
H 0.601 -4.030 1.438 0.000
H 2.325 -3.831 1.106 0.000
H 0.306 -7.083 -0.556 0.001
H -0.381 -6.350 -2.017 0.000
H -1.007 -5.904 -0.430 0.000
H 3.077 -6.277 -1.162 0.000
H 3.532 -4.612 -1.558 0.000
H 2.602 -5.572 -2.715 0.000
H -0.573 -3.188 -1.595 0.019
H 0.716 -3.258 -2.796 0.006

(6)
79
Properties=species:S:1:pos:R:3:lowdin_charge:R:1 method="wB97M-V/def2-TZVPD" charge=-1 gap_ev=4.0
C -3.675 1.389 -3.102 -0.068
C -2.236 1.817 -2.910 -0.287
O -1.325 0.870 -3.409 -0.037
C -0.037 1.327 -3.254 -0.536
C 0.995 0.411 -3.639 -0.050
C 2.372 0.690 -3.650 -0.260
C 2.862 1.995 -3.458 -0.044
C 4.209 2.240 -3.380 -0.161
C 5.116 1.199 -3.482 -0.754
Br 6.968 1.510 -3.245 0.625
C 4.668 -0.086 -3.733 -0.182
C 3.321 -0.343 -3.823 -0.068
O 0.227 2.443 -2.809 -0.017
H -4.381 2.144 -2.747 0.066
H -3.879 1.214 -4.161 0.071
H -3.880 0.454 -2.580 0.057
H -2.028 2.764 -3.424 0.119
H -1.990 1.973 -1.850 0.108
H 0.671 -0.581 -3.882 0.072
H 2.159 2.804 -3.363 0.089
H 4.580 3.243 -3.247 0.085
H 5.386 -0.886 -3.833 0.081
H 2.974 -1.343 -4.007 0.093
C 6.267 -3.181 1.307 -0.065
N 4.814 -3.317 1.316 -0.196
C 4.331 -4.694 1.226 -0.068
C 3.950 -2.230 1.465 -0.216
C 2.692 -2.407 2.070 -0.026
C 1.803 -1.381 2.153 -0.044
C 2.099 -0.107 1.614 -0.208
C 1.135 0.951 1.597 0.061
C -0.246 0.793 1.529 -0.182
C -1.123 1.916 1.675 0.040
C -2.472 1.796 1.612 -0.078
C -3.429 2.983 1.775 -0.525
C -4.212 3.172 0.466 -0.041
C -2.694 4.296 2.097 -0.068
C -4.399 2.680 2.928 -0.048
C -3.066 0.484 1.364 -0.301
O -4.286 0.351 1.296 0.007
C -2.179 -0.661 1.182 -0.069
C -2.799 -2.029 0.881 -0.523
C -3.774 -2.393 2.012 -0.048
C -1.745 -3.148 0.776 -0.060
C -3.558 -1.937 -0.451 -0.041
C -0.843 -0.474 1.250 0.025
C 3.395 0.084 1.091 -0.009
C 4.292 -0.945 1.005 -0.014
H 6.560 -2.193 1.655 0.081
H 6.709 -3.922 1.972 0.080
H 6.650 -3.336 0.299 0.087
H 3.283 -4.711 0.935 0.083
H 4.897 -5.234 0.469 0.082
H 4.450 -5.201 2.182 0.082
H 2.454 -3.364 2.504 0.103
H 0.876 -1.535 2.675 0.111
H 1.515 1.957 1.586 0.121
H -0.681 2.880 1.846 0.107
H -4.763 2.266 0.220 0.075
H -4.930 3.986 0.556 0.081
H -3.536 3.395 -0.360 0.082
H -2.140 4.218 3.032 0.081
H -1.998 4.563 1.302 0.083
H -3.406 5.114 2.201 0.081
H -3.855 2.556 3.865 0.085
H -5.127 3.480 3.052 0.079
H -4.948 1.761 2.730 0.071
H -4.544 -1.629 2.110 0.072
H -4.267 -3.343 1.814 0.079
H -3.246 -2.469 2.963 0.085
H -1.032 -2.948 -0.021 0.086
H -1.195 -3.257 1.710 0.078
H -2.221 -4.104 0.559 0.081
H -2.881 -1.661 -1.260 0.089
H -4.025 -2.887 -0.701 0.080
H -4.342 -1.183 -0.388 0.074
H -0.195 -1.298 1.018 0.087
H 3.662 1.047 0.696 0.119
H 5.246 -0.797 0.530 0.107

no.,total energy (eV),molar mass (g/mol)
1,-46788.2261,548.74
2,-221162.1376,701.13
3,-79944.8075,704.09
4,-43025.8913,645.05
5,-160986.9432,639.23
6,-112562.3576,579.60